The following is a DFT calculation (ωB97M-V/def2-TZVPD) of a cluster of 15 separate species, C27H84O15 in total.

Geometry (Å):
O (-4.89689, -0.31741, -0.94018)
H (-4.28083, -1.05998, -0.71729)
H (-5.23240, -0.10587, -0.04003)
O (-3.05410, -1.92107, 0.69546)
H (-2.13776, -1.97510, 0.31717)
H (-3.48436, -2.62243, 0.18304)
O (-3.42934, 2.42148, 0.07591)
H (-4.08131, 1.82732, -0.30502)
H (-2.97252, 2.65295, -0.76033)
O (-1.89809, 1.57494, 2.21027)
H (-2.49981, 1.85209, 1.48581)
H (-2.40003, 0.97224, 2.74706)
O (3.99886, -0.33964, 2.83589)
H (3.25796, -0.90887, 2.61505)
H (3.68172, 0.48216, 2.40866)
O (0.28167, 2.91797, 1.28935)
H (-0.46192, 2.51691, 1.80197)
H (-0.01892, 3.75591, 0.96092)
C (1.54939, 3.77403, -2.04474)
C (1.96938, 4.04582, -3.48088)
C (2.02628, 2.77232, -4.28916)
O (1.12234, 5.01420, -4.12809)
H (0.71915, 3.06976, -1.87260)
H (1.29753, 4.68052, -1.49748)
H (2.36223, 3.30644, -1.48745)
H (2.97736, 4.37989, -3.44568)
H (2.52994, 2.98552, -5.22719)
H (1.02378, 2.36139, -4.49831)
H (2.57319, 2.04545, -3.72151)
H (1.58134, 5.77467, -4.45442)
C (-5.13678, -3.04203, -4.14518)
C (-4.04576, -3.53557, -3.16959)
C (-2.78562, -2.75056, -3.31089)
O (-4.41641, -3.34844, -1.80002)
H (-6.03035, -3.64940, -3.88708)
H (-4.81325, -3.19165, -5.18050)
H (-5.34571, -1.98664, -3.95415)
H (-3.79912, -4.58989, -3.32847)
H (-2.98013, -1.73428, -3.01215)
H (-2.45649, -2.71962, -4.39755)
H (-1.97389, -3.13307, -2.66090)
H (-5.27866, -3.72839, -1.59296)
C (2.84421, -1.41552, -3.50692)
C (2.17768, -2.63939, -2.78666)
C (3.07744, -3.08096, -1.68448)
O (0.96331, -2.05414, -2.05092)
H (3.78092, -1.81880, -3.93218)
H (3.05221, -0.74818, -2.66616)
H (2.09651, -0.95717, -4.19111)
H (1.81197, -3.37100, -3.51770)
H (2.51103, -3.59663, -0.90466)
H (3.47230, -2.21067, -1.22699)
H (4.03385, -3.64970, -1.92383)
H (0.35543, -1.76605, -2.74244)
C (1.49595, 2.51355, 4.45103)
C (2.66515, 3.00784, 3.61591)
C (4.02011, 2.77533, 4.31966)
O (2.69922, 2.33379, 2.32781)
H (1.56995, 2.79640, 5.49527)
H (1.31739, 1.43835, 4.44062)
H (0.60524, 3.05711, 4.10887)
H (2.41778, 4.06931, 3.43106)
H (4.83771, 2.98345, 3.62645)
H (4.02032, 1.72097, 4.61907)
H (4.19486, 3.48848, 5.11467)
H (1.83408, 2.44189, 1.94883)
C (-1.59261, -1.35639, 4.64251)
C (-2.72555, -1.77855, 3.72103)
C (-3.87083, -2.33433, 4.52135)
O (-3.02749, -0.60481, 2.97559)
H (-1.90790, -0.45326, 5.22730)
H (-0.64487, -1.10183, 4.20141)
H (-1.38791, -2.09714, 5.47799)
H (-2.28257, -2.50066, 3.07349)
H (-4.70282, -2.62617, 3.90806)
H (-4.24895, -1.63165, 5.25499)
H (-3.51781, -3.19284, 5.12322)
H (-3.31096, -0.88361, 2.07016)
C (6.60734, 2.90018, -0.60362)
C (5.13063, 2.89730, -0.36967)
C (4.52138, 1.50990, -0.16012)
O (4.77503, 3.69597, 0.72514)
H (7.02965, 3.89963, -0.67089)
H (6.91046, 2.16604, -1.40997)
H (7.07082, 2.60381, 0.34306)
H (4.72852, 3.25865, -1.31949)
H (4.71693, 0.91742, -1.08270)
H (3.46703, 1.38571, -0.07166)
H (4.95847, 0.97664, 0.70363)
H (4.01765, 3.27919, 1.18409)
C (0.68880, -6.11966, 2.33680)
C (0.08256, -4.90453, 2.97153)
C (0.46159, -4.77430, 4.41103)
O (0.59920, -3.74936, 2.30857)
H (0.61271, -7.06572, 2.84888)
H (1.75084, -5.87208, 2.32003)
H (0.36958, -6.22568, 1.29683)
H (-1.00537, -4.96362, 2.95527)
H (0.15514, -5.68875, 4.89931)
H (0.01356, -3.94502, 4.89804)
H (1.56875, -4.62324, 4.51776)
H (0.10206, -3.45113, 1.56451)
C (-2.33323, 2.26056, -3.62248)
C (-3.31475, 3.39666, -3.48878)
C (-4.75824, 2.96314, -3.72885)
O (-3.12710, 3.80643, -2.13114)
H (-2.55901, 1.53310, -2.87631)
H (-1.31413, 2.62230, -3.55112)
H (-2.54686, 1.77458, -4.58966)
H (-3.00708, 4.22983, -4.13269)
H (-5.57275, 3.66986, -3.52799)
H (-5.01855, 2.08978, -3.08347)
H (-4.91111, 2.62795, -4.75338)
H (-3.81604, 4.41971, -1.83875)
C (1.21327, -0.69881, 1.11322)
C (-0.20585, -0.80295, 0.63422)
C (-0.66512, 0.19379, -0.42594)
O (-0.54829, -2.10522, 0.17187)
H (1.91820, -0.82741, 0.27696)
H (1.36774, -1.37236, 1.94313)
H (1.32968, 0.30574, 1.48846)
H (-0.81801, -0.61139, 1.50752)
H (0.01271, 0.21224, -1.27526)
H (-0.70831, 1.23090, -0.04481)
H (-1.60925, -0.10920, -0.84813)
H (-0.01728, -2.19767, -0.65205)

As for the multiplicity: 1. The HOMO energy is -9.39 eV. As for the net charge: 0. The energy above the lowest of the compared OMol25 structures with the same formula, charge and spin is 0.0 kcal per mole.

***

The following is a DFT calculation (ωB97M-V/def2-TZVPD) of a structure of composition C25H52AsBF2N7OPSeV.

Geometry (Å):
V (-0.66690, -0.72050, 0.37120)
Se (0.77790, 0.94930, 1.17200)
C (2.51670, 0.30780, 0.58530)
C (3.17430, 0.86620, -0.50270)
C (4.38060, 0.29380, -0.89770)
N (4.92640, -0.72780, -0.27340)
C (4.31960, -1.23260, 0.78320)
C (3.10120, -0.76040, 1.25430)
H (2.76910, 1.70940, -1.04240)
H (4.92040, 0.66350, -1.75960)
H (4.81940, -2.06180, 1.26450)
H (2.61370, -1.20960, 2.10980)
N (-0.01760, -0.96570, 6.92220)
C (-0.43280, 0.04960, 5.91130)
C (-1.30170, -0.59710, 4.80080)
N (-1.69230, 0.31690, 3.76460)
H (0.51920, -0.54630, 7.69430)
H (0.56140, -1.68590, 6.47400)
H (-0.85000, -1.42360, 7.31590)
H (0.45560, 0.50220, 5.46870)
H (-1.00440, 0.82970, 6.41540)
H (-2.20930, -1.00610, 5.25740)
H (-0.74120, -1.40410, 4.32330)
H (-0.87730, 0.67240, 3.26730)
H (-2.22670, 1.09490, 4.13360)
N (-1.76520, -0.05590, -0.97230)
P (-3.36440, -0.10160, -0.71610)
N (-3.69200, -1.33340, 0.33440)
C (-3.11490, -2.65370, 0.12920)
C (-4.17800, -3.74470, 0.21280)
C (-4.88520, -3.65020, 1.56020)
C (-5.46450, -2.24940, 1.73520)
C (-4.35620, -1.20340, 1.62220)
N (-4.09180, -0.49090, -2.14210)
C (-3.59650, -0.04070, -3.43450)
C (-4.49350, 1.01280, -4.08740)
C (-5.98300, 0.63110, -3.97230)
C (-6.14710, -0.80710, -3.48640)
C (-5.45090, -1.05060, -2.15060)
N (-3.92720, 1.30210, -0.06020)
C (-5.16710, 1.94410, -0.49980)
C (-5.01260, 3.45520, -0.42310)
C (-4.82420, 3.89120, 1.03520)
C (-4.08480, 2.81170, 1.84180)
C (-3.14050, 2.02290, 0.94400)
H (-2.36390, -2.83620, 0.91720)
H (-2.62080, -2.66230, -0.85030)
H (-3.70590, -4.72130, 0.09790)
H (-4.90590, -3.62660, -0.59140)
H (-4.16990, -3.85070, 2.36190)
H (-5.68030, -4.39210, 1.61840)
H (-5.94790, -2.16790, 2.70830)
H (-6.21550, -2.06730, 0.96480)
H (-3.61970, -1.35420, 2.42650)
H (-4.76810, -0.19680, 1.70390)
H (-3.52080, -0.91550, -4.08730)
H (-2.59270, 0.36680, -3.29510)
H (-4.20250, 1.08300, -5.13590)
H (-4.31310, 1.99150, -3.63770)
H (-6.46720, 0.72820, -4.94420)
H (-6.50480, 1.30810, -3.29210)
H (-5.74230, -1.48120, -4.23990)
H (-7.20390, -1.04740, -3.37000)
H (-5.39120, -2.13050, -1.98100)
H (-6.03490, -0.60540, -1.34020)
H (-6.00520, 1.62850, 0.13680)
H (-5.36980, 1.63290, -1.52470)
H (-5.89560, 3.92970, -0.84810)
H (-4.15520, 3.75950, -1.02590)
H (-5.79480, 4.07040, 1.49970)
H (-4.26970, 4.82990, 1.05750)
H (-4.80010, 2.11770, 2.28930)
H (-3.51850, 3.27220, 2.65040)
H (-2.56460, 1.28860, 1.53130)
H (-2.43700, 2.71960, 0.46620)
F (-1.22870, 2.10420, -1.91630)
B (-0.93230, 0.85690, -1.58960)
F (0.33820, 0.48110, -1.88320)
C (-0.42580, -2.44860, -2.79820)
As (0.43110, -2.32200, -1.04610)
C (0.27910, -4.15410, -0.37320)
C (2.27530, -2.33390, -1.68020)
O (-0.58680, -1.64820, 1.57280)
H (-0.04130, -3.33250, -3.32050)
H (-0.15180, -1.56470, -3.37770)
H (-1.51480, -2.50790, -2.74720)
H (0.74510, -4.85450, -1.07510)
H (-0.77020, -4.41740, -0.23390)
H (0.78010, -4.22560, 0.59680)
H (2.36130, -3.12870, -2.43060)
H (2.96320, -2.54470, -0.85940)
H (2.54170, -1.37850, -2.14100)

As for the multiplicity: 2. The HOMO energy (alpha / beta) is -13.17 / -13.20 eV. Its expectation value of S² is 0.7630. As for the net charge: +2. The energy above the lowest of the compared OMol25 structures with the same formula, charge and spin is 46.7 kcal per mole.

***

The following is a DFT calculation (ωB97M-V/def2-TZVPD) of an isolated molecule of C4H7NO.

Geometry (Å):
N (-0.64889, -0.60835, -1.69228)
C (-0.60205, -1.00644, -0.41308)
O (-0.94252, -2.14801, -0.07844)
C (-0.19178, -0.21946, 0.76053)
C (0.01060, 1.30806, 0.71372)
C (1.19775, 0.40894, 0.79781)
H (-0.39239, 0.31267, -1.99502)
H (-1.01902, -1.27719, -2.34786)
H (-0.61553, -1.23581, 1.27983)
H (-0.12556, 1.83609, -0.24150)
H (-0.25147, 1.93664, 1.56018)
H (1.74341, 0.36649, 1.73741)
H (1.83746, 0.32639, -0.08130)

As for the multiplicity: 1. The HOMO energy is -9.63 eV. As for the net charge: 0. The energy above the lowest of the compared OMol25 structures with the same formula, charge and spin is 55.4 kcal per mole. Its SMILES is NC(=O)C1CC1.

***

The following is a DFT calculation (ωB97M-V/def2-TZVPD) of a structure of composition C24H38BrIrN4PS.

Geometry (Å):
Ir (-0.21440, -0.31820, -0.06920)
C (-3.20330, 1.01390, -0.79740)
C (-3.47000, -0.40440, -0.29290)
N (-2.52000, -0.81920, 0.75410)
C (-2.85260, -0.34830, 2.10730)
C (-2.46980, 1.10230, 2.40000)
S (-0.84780, 1.61410, 1.71310)
C (-1.29900, 2.97540, 0.58120)
C (-1.30680, 2.58310, -0.89930)
N (-1.78060, 1.21540, -1.12850)
H (-3.83900, 1.19370, -1.67020)
H (-3.49530, 1.72980, -0.03370)
H (-4.50120, -0.45350, 0.07500)
H (-3.37490, -1.10610, -1.12190)
H (-2.56010, -1.83570, 0.79120)
H (-3.93030, -0.44550, 2.29670)
H (-2.33830, -0.99430, 2.81780)
H (-3.22020, 1.80140, 2.03960)
H (-2.39230, 1.23130, 3.48180)
H (-2.25750, 3.37660, 0.90420)
H (-0.55090, 3.75310, 0.74010)
H (-1.93390, 3.31060, -1.43180)
H (-0.29340, 2.65100, -1.29950)
H (-1.64510, 0.99740, -2.11320)
Br (1.56060, -0.07290, 7.47650)
C (1.59840, -0.29310, 5.58820)
C (2.63200, 0.28680, 4.84470)
C (2.62510, 0.17950, 3.47420)
C (1.60090, -0.52240, 2.80570)
C (0.58100, -1.11210, 3.56690)
C (0.57790, -1.00120, 4.93940)
N (1.58950, -0.53120, 1.42290)
C (2.71120, -0.60180, 0.78810)
C (2.86150, -0.16550, -0.57390)
C (4.11690, -0.23040, -1.18860)
C (4.29440, 0.35820, -2.43090)
C (3.21210, 1.01130, -3.00800)
C (1.99130, 1.00980, -2.33820)
N (1.79820, 0.42260, -1.16490)
H (3.43470, 0.80740, 5.34480)
H (3.40100, 0.66540, 2.90050)
H (-0.18100, -1.68770, 3.06450)
H (-0.19660, -1.46780, 5.52760)
H (3.62080, -0.92360, 1.29290)
H (4.93280, -0.72640, -0.68400)
H (5.25220, 0.32010, -2.92850)
H (3.30750, 1.52120, -3.95500)
H (1.14520, 1.52420, -2.77430)
C (-1.83700, -4.18020, -0.93750)
C (-1.78770, -3.22590, -2.12060)
P (-0.47120, -1.94440, -1.99420)
C (1.13200, -2.87250, -2.13820)
C (1.12070, -4.14530, -2.98030)
C (-0.74870, -0.99440, -3.56570)
C (-0.29350, -1.64950, -4.86590)
H (-2.59820, -4.93480, -1.10730)
H (-2.08370, -3.65840, -0.01700)
H (-0.89010, -4.69310, -0.79080)
H (-2.74910, -2.72300, -2.24760)
H (-1.59980, -3.77710, -3.04620)
H (1.42460, -3.12350, -1.11300)
H (1.87150, -2.16800, -2.52970)
H (0.34570, -4.83900, -2.66830)
H (2.07720, -4.64610, -2.84200)
H (0.99810, -3.94410, -4.04050)
H (-0.25040, -0.02710, -3.47270)
H (-1.82700, -0.82240, -3.61720)
H (0.77760, -1.83400, -4.86580)
H (-0.51040, -0.96530, -5.68530)
H (-0.82830, -2.57390, -5.06820)

As for the multiplicity: 1. The HOMO energy (alpha / beta) is -15.87 / -15.87 eV. As for the net charge: +3. The energy above the lowest of the compared OMol25 structures with the same formula, charge and spin is 94.8 kcal per mole.

***

The following is a DFT calculation (ωB97M-V/def2-TZVPD) of a structure of composition C19H20Cl2N3O5PS3W.

Geometry (Å):
W (0.55687, 0.51948, -0.15530)
N (-3.25336, -1.72976, 1.07723)
C (-1.99928, -1.19574, 0.92506)
S (-1.79866, -0.12096, -0.43339)
N (-1.10022, -1.49643, 1.78698)
N (0.15417, -0.97729, 1.53070)
C (1.03950, -1.45111, 2.32354)
C (2.44258, -1.14225, 2.34757)
C (3.20808, -1.64998, 3.40369)
C (4.55846, -1.39978, 3.51285)
C (5.18126, -0.62206, 2.53843)
C (4.45391, -0.12077, 1.47853)
C (3.08272, -0.37537, 1.35960)
O (2.45488, 0.08910, 0.29715)
H (-4.00711, -1.20879, 0.66374)
H (-3.42772, -2.12572, 1.98719)
H (0.68058, -2.16218, 3.06269)
H (2.70643, -2.25687, 4.14968)
H (5.12745, -1.80254, 4.34037)
H (6.24158, -0.41183, 2.60601)
H (4.92199, 0.48002, 0.70888)
Cl (1.53910, 7.66796, 0.21429)
C (0.93455, 6.03709, 0.04330)
C (0.06019, 5.75867, -1.00099)
C (-0.41100, 4.45731, -1.13362)
Cl (-1.50920, 4.08848, -2.42691)
C (-0.05576, 3.43484, -0.25798)
O (-0.57370, 2.22787, -0.38106)
C (0.84939, 3.75058, 0.80561)
C (1.20205, 2.74809, 1.71946)
O (0.80703, 1.49684, 1.60914)
C (1.33286, 5.07206, 0.93369)
H (-0.24603, 6.52662, -1.69492)
H (1.82187, 2.98101, 2.58275)
H (2.01446, 5.31551, 1.73858)
C (-1.69252, -2.20467, -4.28217)
C (-0.48674, -1.59347, -3.60282)
O (-0.37608, -2.19751, -2.31626)
P (0.81512, -1.94064, -1.26394)
S (0.98674, -3.52854, -0.13350)
S (1.25238, 0.95528, -2.13511)
O (2.06185, -1.91199, -2.31702)
C (3.40734, -1.86218, -1.84523)
C (4.27208, -2.64459, -2.80897)
H (-1.79990, -1.79704, -5.28922)
H (-2.59645, -1.98414, -3.71420)
H (-1.57972, -3.28725, -4.34787)
H (-0.61199, -0.51332, -3.49123)
H (0.42839, -1.77454, -4.16885)
H (3.46166, -2.29520, -0.84298)
H (3.71574, -0.81528, -1.78655)
H (3.96304, -3.68999, -2.82441)
H (5.31850, -2.59002, -2.50105)
H (4.18326, -2.23812, -3.81757)

As for the multiplicity: 2. The HOMO energy (alpha / beta) is -3.51 / -4.87 eV. Its expectation value of S² is 0.7836. As for the net charge: -1. The energy above the lowest of the compared OMol25 structures with the same formula, charge and spin is 0.0 kcal per mole.

***

The following is a DFT calculation (ωB97M-V/def2-TZVPD) of a structure of composition C4H6FN3O.

Geometry (Å):
C (-1.06722, -1.04596, -0.25878)
C (-0.31863, 1.03822, -0.96051)
C (-0.25432, -0.95706, 1.00570)
C (0.54139, 0.32117, 0.94012)
N (-1.21937, -0.13191, -1.13846)
N (-0.09387, 1.40074, 0.37391)
N (1.61143, -0.13203, -0.55501)
O (1.07751, 0.72711, -1.44861)
F (-0.82140, 2.07993, -1.67372)
H (-1.61947, -1.90285, -0.49475)
H (-0.86107, -1.29683, 1.89345)
H (0.42650, -1.82154, 0.78116)
H (1.19083, 0.45557, 1.72869)
H (0.00943, 2.39827, 0.71282)
H (1.39827, -1.13283, -0.90601)

As for the multiplicity: 1. The HOMO energy is -8.89 eV. As for the net charge: 0. The energy above the lowest of the compared OMol25 structures with the same formula, charge and spin is 93.7 kcal per mole.

***

The following is a DFT calculation (ωB97M-V/def2-TZVPD) of an isolated molecule of C5H10O.

Geometry (Å):
C (0.23988, -1.34091, -1.57363)
C (-0.00045, -0.11050, -0.74156)
C (-0.69706, -0.10713, 0.56287)
C (-0.72199, 1.39748, 0.97756)
O (0.58678, 1.90588, 0.77753)
C (0.69014, -0.41875, 0.94793)
H (-0.68875, -1.83834, -1.87926)
H (0.81981, -2.06411, -1.00205)
H (0.80324, -1.11677, -2.48842)
H (-0.30234, 0.73838, -1.39304)
H (0.89398, 1.41063, -0.01362)
H (-1.55617, -0.73102, 0.79801)
H (-0.96251, 1.49250, 2.04159)
H (-1.41738, 2.00041, 0.38116)
H (1.03956, 0.06482, 1.87602)
H (1.27324, -1.28255, 0.72889)

As for the multiplicity: 1. The HOMO energy is -8.75 eV. As for the net charge: 0. The energy above the lowest of the compared OMol25 structures with the same formula, charge and spin is 92.7 kcal per mole. Its SMILES is C[C@@H]1C[C@H]1CO.

***

The following is a DFT calculation (ωB97M-V/def2-TZVPD) of an isolated molecule of C3Cl2O3.

Geometry (Å):
C (-1.25256, -0.52934, -0.36522)
C (0.14830, -0.49304, 0.31064)
C (1.04915, 0.68212, -0.10413)
O (-1.58123, 0.19028, -1.25069)
O (0.54842, -1.22889, 1.18503)
O (0.91589, 1.66758, 0.54011)
Cl (-2.31974, -1.77903, 0.29854)
Cl (2.09952, 0.38700, -1.54672)

As for the multiplicity: 1. The HOMO energy is -10.91 eV. As for the net charge: 0. The energy above the lowest of the compared OMol25 structures with the same formula, charge and spin is 5.9 kcal per mole. Its SMILES is O=C(Cl)C(=O)C(=O)Cl.

***

The highest net charge belongs to which entry?
C24H38BrIrN4PS